Below is 2 unconnected molecules or ions with the total composition C7H11N3O3 at a distorted geometry, with properties calculated with the ωB97M-V functional and the def2-TZVPD basis.

Last column: Mulliken charge in e.
CARTESIAN COORDINATES (ANGSTROEM)
O  2.1441  0.5559  -0.5087  -0.6087
O  -0.3222  -3.2152  0.1297  -0.6414
O  -1.1595  1.1170  2.6239  -0.6246
N  -0.3372  1.5084  0.5952  -0.1544
N  0.4021  0.1565  -1.9430  0.0076
N  0.8323  -1.3056  -0.2290  0.0576
C  -1.2676  0.6100  -0.1004  -1.4199
C  1.2243  -0.1488  -0.8600  -0.0290
C  -0.3456  1.6908  1.9409  0.6543
C  -0.9548  -1.8233  -1.7319  -0.2031
C  0.5945  2.7829  2.4926  -0.9782
C  -0.6047  -0.6919  -2.3550  -0.4507
C  -0.1658  -2.2172  -0.5546  0.8622
H  1.4003  2.1582  3.0030  0.2587
H  -1.6227  1.1421  -0.9657  0.2233
H  1.3488  -1.5952  0.5845  0.2264
H  -1.7374  -2.4716  -2.0913  0.4549
H  1.1067  3.4238  1.7775  0.2846
H  -2.0581  0.3783  0.6528  0.4390
H  -0.0043  3.3453  3.2204  0.3033
H  0.6949  0.9638  -2.5086  0.2805
H  -0.7910  -0.3558  -0.3742  0.4025
H  -1.1411  -0.3217  -3.2341  0.3831
H  0.3430  1.9417  0.0244  0.2720

The calculation puts the HOMO-LUMO gap at 9.69 eV. For the HOMO energy, the calculation gives -9.41 eV. The molar mass is 185.183 g/mol. The relative energy (zero: lowest compared OMol25 entry of this formula, charge and spin) is 17.5 kcal per mole. As for the calculated total energy: -18050.1592 eV.


Below is a molecular structure, C5H9NO at a distorted geometry, with properties calculated with the ωB97M-V functional and the def2-TZVPD basis.

Last column: Mulliken charge in e.
CARTESIAN COORDINATES (ANGSTROEM)
O  -0.5498  -0.2469  -1.2519  -0.4083
N  2.2210  1.9038  -0.9822  -0.4004
C  0.5939  -0.9397  -0.0375  -0.5955
C  -1.1153  -0.3695  1.8685  -1.0940
C  0.2391  -0.1469  1.1886  -0.2971
C  0.4042  0.3797  -2.1144  -0.3039
C  1.4314  1.1746  -1.4121  0.4058
H  0.4197  0.9272  1.0235  0.2634
H  -1.1841  0.1709  2.8191  0.3528
H  -1.9585  -0.0341  1.2467  0.2673
H  -1.1457  0.4062  -0.8441  0.3893
H  -0.1310  1.0165  -2.8232  0.3358
H  0.9003  -0.4416  -2.6299  0.2460
H  1.0476  -0.4430  1.8739  0.3300
H  -1.2664  -1.4361  2.0671  0.2989
H  0.0937  -1.9209  0.0082  0.2099

The calculation puts the HOMO-LUMO gap at 8.06 eV. For the HOMO energy, the calculation gives -7.77 eV. The molar mass is 99.133 g/mol. The relative energy (zero: lowest compared OMol25 entry of this formula, charge and spin) is 126.9 kcal per mole. As for the calculated total energy: -8863.7085 eV.


Below is a molecular structure, C34H35BrIrN3O3, with properties calculated with the ωB97M-V functional and the def2-TZVPD basis.

Last column: Mulliken charge in e.
CARTESIAN COORDINATES (ANGSTROEM)
Ir  0.8774  -1.8117  -0.5271  1.1892
Br  -1.6501  -1.6454  -1.6144  -0.2933
O  0.7376  0.1560  -1.0923  -1.1396
O  1.1487  -4.5202  1.7930  -0.6315
O  1.1226  -3.0247  -2.4202  -0.7575
N  1.3825  -5.3093  -2.1702  0.2404
N  1.0933  -3.8288  -0.3717  -0.0790
N  0.9284  -1.1192  1.3966  0.6873
C  0.8268  3.0405  -0.3327  2.1904
C  -5.1195  2.4249  0.1197  -1.6894
C  -0.4230  2.2023  -0.6530  -0.5326
C  -2.5389  -0.8621  2.5577  -0.7460
C  2.3773  -0.3143  3.1325  -1.0048
C  5.1259  -1.8399  -0.9745  -0.7855
C  -4.0193  4.5029  -0.6731  -2.0884
C  -2.8541  0.8965  -1.2213  0.0749
C  2.8278  -1.7094  -0.2861  0.1038
C  -0.1572  -0.8396  2.1939  0.0256
C  4.6014  -1.0947  1.2481  -0.5617
C  -4.8750  2.8698  -2.3320  -1.7144
C  -4.2012  3.0129  -0.9612  1.9309
C  -1.4552  -1.2082  1.7991  -0.9700
C  1.3210  0.0697  3.8923  -1.3082
C  0.4945  4.0828  0.7505  -1.9151
C  3.7769  -1.9905  -1.2629  -0.7236
C  -1.1284  0.1668  4.1937  -0.8588
C  -1.6500  2.8638  -0.6969  -0.2294
C  2.0154  2.2407  0.2180  -1.7215
C  -2.3842  -0.1471  3.7592  -0.8068
C  5.5415  -1.4022  0.2810  -0.9007
C  -0.3910  0.8219  -0.9766  1.0133
C  -1.6514  0.2316  -1.2272  -0.2764
C  0.0068  -0.1871  3.4329  1.4733
C  2.1550  -0.8965  1.8640  0.6806
C  1.4732  -5.5018  -3.6097  -0.9251
C  1.2130  -4.7912  0.6106  0.6778
C  1.2717  3.7617  -1.6105  -1.7485
C  1.2039  -4.0568  -1.6800  0.4660
C  -2.8728  2.2603  -0.9627  -0.3598
C  3.2462  -1.2435  0.9583  0.8615
C  1.3874  -6.1413  0.0650  -0.9591
C  1.4714  -6.3413  -1.2581  -0.0653
H  2.3117  -4.9384  -4.0150  0.3057
H  -5.3264  1.3696  -0.0638  0.3177
H  -4.6564  2.5109  1.1043  0.3479
H  2.4391  1.5572  -0.5100  0.3776
H  1.7176  1.6615  1.0946  0.1810
H  1.4004  4.6376  1.0030  0.4905
H  -0.9784  0.6854  5.1326  0.4324
H  -6.0741  2.9555  0.1398  0.4650
H  1.4632  -6.9665  0.7556  0.4303
H  -1.5857  -1.7901  0.9086  0.7730
H  2.1464  4.3856  -1.4114  0.4266
H  -1.6464  3.9251  -0.4981  0.3161
H  -3.7649  0.3461  -1.4198  0.4711
H  3.3910  -0.1504  3.4640  0.4508
H  -4.9913  4.9987  -0.6991  0.4363
H  1.4664  0.5540  4.8495  0.4277
H  0.4749  4.4000  -1.9981  0.3217
H  -0.2511  4.8133  0.4381  0.4341
H  1.5350  3.0382  -2.3839  0.3411
H  3.4620  -2.3145  -2.2456  0.5633
H  2.7878  2.9480  0.5323  0.5436
H  6.5960  -1.2932  0.4966  0.3909
H  -3.5286  -1.1509  2.2278  0.4556
H  -5.0518  1.8235  -2.5841  0.3048
H  1.6169  -6.5611  -3.8064  0.2986
H  1.6122  -7.3217  -1.6912  0.3165
H  5.8650  -2.0586  -1.7355  0.4127
H  4.9282  -0.7422  2.2179  0.4174
H  -3.2521  0.1284  4.3428  0.4177
H  0.1307  3.5918  1.6562  0.3744
H  -3.3813  4.9811  -1.4186  0.3917
H  -4.2492  3.3013  -3.1151  0.3793
H  0.5603  -5.1615  -4.0958  0.3153
H  -5.8384  3.3852  -2.3377  0.4610
H  -3.5849  4.6727  0.3141  0.3877

The calculation puts the HOMO-LUMO gap at 7.04 eV. For the HOMO energy, the calculation gives -7.33 eV. The molar mass is 805.793 g/mol. The relative energy (zero: lowest compared OMol25 entry of this formula, charge and spin) is 3.6 kcal per mole. As for the calculated total energy: -119323.3047 eV.


Below is C3H3N3O in the gas phase at a distorted geometry, with properties calculated with the ωB97M-V functional and the def2-TZVPD basis.

Last column: Mulliken charge in e.
CARTESIAN COORDINATES (ANGSTROEM)
O  -2.4625  -0.6894  -0.1319  -0.5233
N  -0.7708  2.3952  -0.0545  -0.4265
N  -0.1525  -0.8160  0.0935  -0.2450
N  1.9713  0.4688  -0.0194  -0.5832
C  -1.2254  1.2559  0.1156  0.3909
C  1.2122  -0.5262  -0.0675  0.1412
C  -1.3861  -0.1225  0.0627  0.4230
H  1.6704  -1.5526  -0.2088  0.2692
H  1.5255  1.4217  -0.0752  0.2908
H  -0.3822  -1.8350  0.2856  0.2629

The calculation puts the HOMO-LUMO gap at 9.45 eV. For the HOMO energy, the calculation gives -10.56 eV. The molar mass is 97.077 g/mol. The relative energy (zero: lowest compared OMol25 entry of this formula, charge and spin) is 48.9 kcal per mole. As for the calculated total energy: -9675.3326 eV.


Below is C7H11PS in the gas phase at a distorted geometry, with properties calculated with the ωB97M-V functional and the def2-TZVPD basis.

Last column: Mulliken charge in e.
CARTESIAN COORDINATES (ANGSTROEM)
S  1.1248  -0.3177  -1.3922  -0.1700
P  -1.8407  -0.4252  0.0385  -0.0503
C  0.5059  2.2382  0.2645  -0.2297
C  2.2041  1.1072  -0.9853  -0.4018
C  -0.3802  1.9252  -0.9029  -1.1647
C  -1.4823  -2.7638  1.5556  -1.1872
C  1.7373  1.7066  0.1890  -0.3374
C  -0.4013  0.4219  -0.8993  0.3247
C  -1.1906  -2.1557  0.2145  -0.2150
H  -0.0502  -2.0558  0.0017  0.1434
H  2.5672  1.8875  0.8868  0.3410
H  -1.0721  -3.6989  1.8207  0.3597
H  -0.0969  2.3515  1.1579  0.3416
H  -1.4541  2.3135  -0.7994  0.3303
H  -2.5964  -2.8361  1.7560  0.2802
H  -1.6525  -2.7109  -0.6146  0.3334
H  -1.1146  -2.0220  2.3477  0.2797
H  2.0932  1.9446  -1.7795  0.2047
H  3.2560  0.8060  -1.0321  0.4110
H  -0.1566  2.2839  -1.8275  0.4064

The calculation puts the HOMO-LUMO gap (spin up / spin down) at 7.46 / 7.45 eV. For the HOMO energy (spin up / spin down), the calculation gives -7.55 / -7.55 eV. The molar mass is 158.206 g/mol. The relative energy (zero: lowest compared OMol25 entry of this formula, charge and spin) is 52.6 kcal per mole. As for the calculated total energy: -27558.0095 eV.


Below is 2 unconnected molecules or ions with the total composition C3H7NO2 at a distorted geometry, with properties calculated with the ωB97M-V functional and the def2-TZVPD basis.

Last column: Mulliken charge in e.
CARTESIAN COORDINATES (ANGSTROEM)
O  1.6473  -0.1914  0.4662  -0.5461
O  -1.8413  0.2331  0.7349  -0.5986
N  0.3919  1.7242  0.2609  -0.2229
C  -0.4561  -1.4797  -0.1955  -0.8595
C  -1.1992  -0.7922  0.8765  0.1489
C  1.5382  1.0211  0.3854  0.0569
H  -1.3645  -2.0539  -0.4504  0.3263
H  -0.5286  1.2857  0.3083  0.2003
H  0.4307  2.7278  0.2850  0.2183
H  2.4352  1.6582  0.3986  0.3500
H  -1.2981  -1.3945  1.7961  0.3295
H  0.3358  -2.1516  0.1367  0.2935
H  -0.1298  -0.8567  -1.0311  0.3033

The calculation puts the HOMO-LUMO gap at 10.91 eV. For the HOMO energy, the calculation gives -9.92 eV. The molar mass is 89.094 g/mol. The relative energy (zero: lowest compared OMol25 entry of this formula, charge and spin) is 32.9 kcal per mole. As for the calculated total energy: -8809.1023 eV.


calculated total energy of number 2 (C5H9NO)?
-8863.7085 eV